[1]
A single C4H5N3 molecule in a non-equilibrium geometry, computed with wB97M-V/def2-TZVPD.

Computed properties:
Energy relative to the best compared isomer or geometry (same formula, charge and spin): 243.5 kJ/mol
Max |F|: 1.29 eV/Å
Structure (SMILES): [H]/N=C/C/N=C\C#N
Calculated total energy: -319.61947 Eh

The geometry in ORCA input format:
```
! wB97M-V def2-TZVPD RIJCOSX def2/J DEFGRID3
* xyz 0 1
H -2.44420 -0.14850 0.37962
N -1.44211 -0.29604 0.42127
C -0.89404 -0.54584 -0.69004
C 0.62643 -0.71280 -0.76647
N 1.11997 -0.76747 0.58731
C 0.88751 0.28303 1.26076
C 0.47024 1.56410 0.65742
N 0.19175 2.53175 0.08356
H -1.42701 -0.63352 -1.64022
H 0.86155 -1.63506 -1.30837
H 1.06692 0.12720 -1.32641
H 0.98299 0.23315 2.34158
*
```

---

[2]
C45H40AsHgN7O2S2 as an isolated structure in a non-equilibrium geometry, computed with wB97M-V/def2-TZVPD.

Computed properties:
Energy relative to the best compared isomer or geometry (same formula, charge and spin): 27.0 kJ/mol
Max |F|: 1.23 eV/Å
Calculated total energy: -5458.12692 Eh

The geometry in ORCA input format:
```
! wB97M-V def2-TZVPD RIJCOSX def2/J DEFGRID3
* xyz -1 2
Hg 1.03190 0.81835 -0.67305
C -1.85686 3.32791 -3.24962
C -0.82326 2.33073 -2.79021
N -0.05730 2.60764 -1.66489
N -0.10162 3.82337 -1.22919
C 0.43223 4.20975 -0.09847
S 1.18546 3.12287 1.08179
S 0.42747 5.93644 0.25574
C -1.10760 6.18676 1.23819
C -1.13342 5.43272 2.53641
C -1.99886 4.36116 2.71489
C -1.96568 3.60572 3.88267
C -1.06161 3.91708 4.88543
C -0.19940 4.99630 4.72140
C -0.23698 5.74662 3.55774
C -0.70095 1.10739 -3.55753
C -1.74345 0.77305 -4.45970
C -1.72143 -0.35013 -5.26941
C -0.62237 -1.20032 -5.22239
C 0.42232 -0.91271 -4.35626
C 0.42295 0.21160 -3.51632
O 1.47359 0.41083 -2.74695
H -1.69756 4.28772 -2.77505
H -2.87112 2.98729 -2.99639
H -1.81780 3.45744 -4.33380
H -1.94641 5.90923 0.60084
H -1.11967 7.26691 1.40195
H -2.69247 4.10155 1.92119
H -2.62795 2.75755 3.99684
H -1.02050 3.31708 5.78657
H 0.51698 5.24174 5.49736
H 0.45849 6.56643 3.41351
H -2.60918 1.41798 -4.51022
H -2.55476 -0.56253 -5.93043
H -0.58615 -2.08399 -5.84800
H 1.29664 -1.55467 -4.29879
C -2.36717 -1.96578 -0.71710
C -0.94825 -2.41569 -0.75314
N 0.09247 -1.62817 -0.75353
C 1.21015 -2.43045 -0.82862
C 0.83565 -3.73225 -0.85812
N -0.55108 -3.72346 -0.79794
C -1.37347 -4.90879 -0.77791
N -2.41410 -4.89664 -1.77397
N -3.71269 -4.90307 -1.40122
N -4.45101 -4.85612 -2.43935
C -3.63213 -4.80671 -3.55426
C -3.94077 -4.74116 -4.91501
C -2.88560 -4.71702 -5.79562
C -1.54669 -4.75450 -5.34706
C -1.22786 -4.80028 -4.01217
C -2.31046 -4.82640 -3.12773
H -2.38263 -0.92196 -0.41116
H -2.96319 -2.55316 -0.01760
H -2.82463 -2.03952 -1.70814
H 2.19817 -2.00201 -0.85578
H 1.40104 -4.64968 -0.87937
H -1.86880 -5.04018 0.18107
H -0.71086 -5.75215 -0.95398
H -4.96993 -4.70561 -5.24917
H -3.07902 -4.65425 -6.85886
H -0.74731 -4.73229 -6.07662
H -0.20107 -4.79611 -3.67023
O 2.16013 0.05996 0.94644
As 1.82116 0.23351 2.64357
C 2.89437 3.58803 0.96637
C 3.48095 3.95140 -0.24330
C 4.81543 4.32939 -0.28078
C 5.57873 4.33853 0.88002
C 4.99664 3.96258 2.08354
C 3.65802 3.59244 2.13068
C 0.00327 -0.57748 2.73398
C -1.01799 0.03538 2.00553
C -2.32783 -0.42170 2.07098
C -2.64837 -1.50467 2.87987
C -1.64759 -2.11634 3.62393
C -0.33739 -1.65401 3.55343
C 2.76993 -1.37859 3.24730
C 3.22478 -2.33781 2.34985
C 3.84934 -3.49153 2.80917
C 4.02737 -3.69440 4.17307
C 3.59745 -2.72862 5.07563
C 2.98128 -1.57213 4.61006
H 2.88628 3.93843 -1.14890
H 5.26437 4.60522 -1.22794
H 6.61949 4.64056 0.84914
H 5.58404 3.96056 2.99547
H 3.19038 3.31915 3.06940
H -0.79574 0.89328 1.38050
H -3.10317 0.07984 1.50147
H -3.66844 -1.86699 2.93105
H -1.88502 -2.95919 4.26338
H 0.42755 -2.15534 4.13425
H 3.07526 -2.16731 1.29059
H 4.19664 -4.23645 2.10240
H 4.50278 -4.59917 4.53322
H 3.74601 -2.87483 6.13915
H 2.65746 -0.81114 5.31422
*
```

---

[3]
C23H52OsP4S as an isolated structure in a non-equilibrium geometry, computed with wB97M-V/def2-TZVPD.

Computed properties:
Energy relative to the best compared isomer or geometry (same formula, charge and spin): 49.2 kJ/mol
Max |F|: 3.43 eV/Å
Calculated total energy: -2760.24043 Eh

The geometry in ORCA input format:
```
! wB97M-V def2-TZVPD RIJCOSX def2/J DEFGRID3
* xyz 4 5
Os -0.13296 0.64431 -0.06918
P -1.67935 2.26882 -0.41888
P -1.60322 -1.09494 0.03068
P 1.45976 1.61001 -1.47436
H 0.37826 -4.50889 -2.04501
C 1.35690 -4.13913 -2.35982
C 2.20547 -3.54411 -1.50722
H 2.00741 -3.46547 -0.43190
C -2.44379 2.28300 -2.08415
C -3.13562 2.28340 0.69635
C -1.06392 3.98560 -0.26783
C -0.86000 -2.75714 -0.02362
C -2.64080 -1.15966 1.54384
C -2.79682 -1.19556 -1.35315
C 2.86604 0.48660 -1.83352
C 2.27129 3.12225 -0.79722
C 0.92581 2.22151 -3.11952
H 1.63003 -4.33509 -3.40152
H 3.18780 -3.19548 -1.84573
H -3.33542 2.92279 -2.05793
H -2.73841 1.27376 -2.38833
H -1.73953 2.68478 -2.81968
H -3.61765 3.26870 0.63014
H -2.81437 2.12535 1.73467
H -3.86406 1.51010 0.42147
H -1.91532 4.63607 -0.02976
H -0.60574 4.32293 -1.20514
H -0.32930 4.05999 0.54157
H -1.64484 -3.47138 -0.30591
H -0.47430 -3.03420 0.96375
H -0.04868 -2.83640 -0.75514
H -3.37919 -1.96414 1.43313
H -3.17162 -0.21374 1.69937
H -2.02020 -1.37407 2.42292
H -3.30580 -2.16682 -1.29578
H -2.26196 -1.13868 -2.31150
H -3.54675 -0.39910 -1.29144
H 3.20666 0.65692 -2.86242
H 2.55444 -0.56222 -1.75090
H 3.69457 0.66202 -1.13679
H 1.93586 4.00252 -1.36275
H 3.36149 3.03015 -0.89990
H 2.02479 3.28308 0.25858
H 1.75067 2.09738 -3.83358
H 0.64985 3.28303 -3.06552
H 0.07593 1.64183 -3.49792
C 0.82914 -1.17410 -4.67728
C 0.12523 -0.57584 -5.75585
C 0.58978 -0.73372 -7.05676
C 1.73772 -1.50133 -7.31253
C 2.43424 -2.09836 -6.25006
C 1.99343 -1.93623 -4.94146
S 0.28038 -0.97255 -3.09322
H -0.68558 1.29392 1.30416
H -0.76925 -0.00406 -5.51356
H 0.05007 -0.25594 -7.87555
H 2.08792 -1.63240 -8.33950
H 3.32664 -2.69941 -6.43763
H 2.49651 -2.39434 -4.09072
C -0.33187 0.85089 4.23215
C 0.76580 1.40834 3.32825
P 1.19055 0.38139 1.83478
C 3.00170 0.66404 1.56003
C 3.87331 1.01769 2.76468
C 1.14610 -1.35734 2.45800
C 2.02930 -1.67334 3.66532
H -1.26988 0.68423 3.68682
H -0.54967 1.58418 5.01976
H -0.03805 -0.08538 4.72031
H 0.45788 2.38401 2.92045
H 1.69472 1.58799 3.88988
H 3.37795 -0.25018 1.07454
H 3.08807 1.46933 0.81481
H 3.78791 0.29220 3.58211
H 4.92273 1.02389 2.44125
H 3.65268 2.02109 3.15189
H 0.09619 -1.59508 2.68425
H 1.43790 -1.98952 1.60708
H 1.91133 -0.95985 4.49397
H 1.74994 -2.66384 4.05135
H 3.09027 -1.72987 3.38966
*
```

---

[4]
C5H7NO as an isolated structure, computed with wB97M-V/def2-TZVPD.

Computed properties:
Energy relative to the best compared isomer or geometry (same formula, charge and spin): 691.5 kJ/mol
Max |F|: 0.58 eV/Å
Calculated total energy: -324.46107 Eh

The geometry in ORCA input format:
```
! wB97M-V def2-TZVPD RIJCOSX def2/J DEFGRID3
* xyz 0 1
C -1.73401 0.42319 -0.30414
C -0.10363 -0.78852 0.38624
N 0.73850 -1.49406 1.18559
C 0.79767 0.05047 1.10375
C 1.18678 0.65552 -0.23086
C -0.00856 -0.17869 -0.94234
O -0.05235 -0.56551 -2.10318
H -1.80648 1.19372 -1.06877
H -2.01106 0.82730 0.67602
H -2.38642 -0.40860 -0.57333
H 1.39018 -2.06542 0.64415
H 0.68698 0.54610 2.05523
H 2.08821 0.21011 -0.66814
H 1.26160 1.74531 -0.28202
*
```

---

[5]
A 2-piece molecular cluster, CH2N2O4 overall in a non-equilibrium geometry, computed with wB97M-V/def2-TZVPD.

Computed properties:
Energy relative to the best compared isomer or geometry (same formula, charge and spin): 594.1 kJ/mol
Max |F|: 3.01 eV/Å
Calculated total energy: -449.46234 Eh

The geometry in ORCA input format:
```
! wB97M-V def2-TZVPD RIJCOSX def2/J DEFGRID3
* xyz 0 1
C 0.98086 0.86013 0.22541
N -1.18555 0.55249 -0.37898
N 1.07180 -0.45933 0.07416
O 1.16549 2.00616 0.19062
O 1.57702 -0.77410 -1.04245
O 0.56550 -1.24951 0.84871
O -1.63150 -0.65802 0.06454
H -1.09640 1.18495 0.45244
H -1.44722 -1.46277 -0.43445
*
```

---

[6]
A 7-piece molecular cluster, C46H57BBr14ClN5O8S overall in a non-equilibrium geometry, computed with wB97M-V/def2-TZVPD.

Computed properties:
Max |F|: 8.08 eV/Å
Calculated total energy: -39582.00851 Eh

The geometry in ORCA input format:
```
! wB97M-V def2-TZVPD RIJCOSX def2/J DEFGRID3
* xyz 0 1
C -1.13316 5.47963 -1.35426
C -1.39226 3.93506 -1.31647
C -1.02033 3.28355 0.01329
C -1.75358 3.55926 1.20441
C -2.95768 4.51463 1.12609
C -4.22683 3.67633 1.45588
O -4.38628 2.54833 1.15242
Cl -5.54884 4.52553 2.36336
C -1.39594 2.95919 2.44159
C -2.19020 3.29345 3.70721
O -2.89677 2.16835 4.25137
O -2.76333 2.17971 5.65184
C -0.30790 2.04002 2.51195
B 0.10264 1.33085 3.88974
N 1.24609 1.86637 4.66223
O -0.54095 0.21514 4.36865
C 0.38798 1.76807 1.32289
C 0.06024 2.37267 0.07807
C 0.87809 1.98073 -1.15365
O 1.27113 2.77011 -1.97562
C 1.20072 0.48588 -1.22727
C 1.14515 -0.24418 -2.43003
N 0.78741 0.43638 -3.62219
C 1.76832 0.77287 -4.37072
C 3.16539 1.16924 -3.90124
C 1.47810 0.82827 -5.89332
C 1.41548 -1.65303 -2.40798
N 1.30953 -2.34586 -3.66994
C 0.22900 -3.29123 -3.71289
C 0.28829 -4.45587 -4.71333
O -0.71055 -3.09987 -2.98189
C 2.58552 -2.89376 -4.13274
C 3.30923 -2.08928 -5.23044
O 3.07152 -3.92092 -3.75534
C 1.72100 -2.25047 -1.16085
C 1.99592 -3.72849 -1.04528
C 3.30856 -4.25746 -0.83588
C 3.43191 -5.64491 -0.72343
N 2.41872 -6.61443 -0.81113
C 1.18886 -6.09443 -0.99252
C 0.98478 -4.70728 -1.09392
C 1.79339 -1.49049 0.04500
N 2.10239 -2.10015 1.32121
C 3.28747 -2.19466 1.57594
S 4.79272 -2.62420 1.82446
C 1.52775 -0.11358 0.02017
C 1.53599 0.76996 1.27043
O 2.40359 0.68971 2.10674
H -1.85806 5.91384 -2.08023
H -1.25223 5.92721 -0.35505
H -0.09055 5.64103 -1.67800
H -2.47777 3.75952 -1.45106
H -0.90587 3.48439 -2.18998
H -2.89388 5.35353 1.83290
H -3.13522 4.89881 0.10909
H -1.48556 3.67493 4.46765
H -2.93765 4.09434 3.54681
H -1.88143 1.83184 5.91566
H 2.10685 1.76839 4.12421
H 1.11074 2.84057 4.91696
H 0.13702 -0.26632 4.87237
H 3.54893 0.57804 -3.05345
H 3.88218 1.01325 -4.73040
H 3.23344 2.24647 -3.66333
H 0.66123 1.55827 -6.04221
H 1.11696 -0.17559 -6.15753
H 2.38921 1.10837 -6.45023
H 1.00435 -5.20438 -4.34683
H 0.65919 -4.02407 -5.66578
H -0.72782 -4.83232 -4.87307
H 4.19237 -2.65077 -5.56176
H 2.62394 -1.98818 -6.09362
H 3.59698 -1.08605 -4.88694
H 4.16652 -3.58616 -0.75813
H 4.44251 -5.98701 -0.52763
H 0.35790 -6.78905 -1.06886
H -0.04716 -4.35834 -1.21732
Br 5.89236 2.36184 -6.21625
C 5.86583 2.58266 -8.14823
C 4.45762 2.69082 -8.67046
Br 3.57747 0.95269 -8.72671
H 6.41351 1.74503 -8.56997
H 6.41524 3.50325 -8.33652
H 4.45985 3.03984 -9.70142
H 3.82872 3.34341 -8.07143
Br -0.39028 1.82031 7.55382
C -1.03132 0.67977 8.99812
C 0.10926 0.00121 9.70528
Br 0.81111 -1.48384 8.65860
H -1.73865 -0.01814 8.55925
H -1.55959 1.34807 9.67598
H -0.23067 -0.44381 10.63839
H 0.94310 0.66710 9.90801
Br -1.44497 -2.59582 13.01022
C -1.29258 -1.47698 14.59671
C -1.51369 -0.02594 14.26471
Br 0.04837 0.74580 13.39607
H -0.31518 -1.67106 15.02855
H -2.06409 -1.83613 15.27537
H -1.65385 0.55913 15.17184
H -2.35742 0.13479 13.60012
Br 3.87190 -7.59563 -1.92066
C 5.45109 -8.76511 -2.29719
C 5.87421 -8.73073 -3.74804
Br 4.67521 -9.79026 -4.86186
H 5.18372 -9.76370 -1.95925
H 6.24643 -8.36880 -1.66283
H 6.85697 -9.18343 -3.88491
H 5.88435 -7.72636 -4.16306
Br -5.26708 7.71072 0.15417
C -6.11186 7.30212 -1.55385
C -5.83939 5.88254 -1.97182
Br -4.02454 5.68882 -2.65977
H -5.74993 8.03601 -2.26913
H -7.17482 7.45533 -1.38913
H -6.48905 5.59257 -2.79419
H -5.94871 5.16825 -1.15977
Br -6.58122 7.04238 -6.25598
C -8.18615 8.09146 -5.91917
C -8.33322 8.40418 -4.45496
Br -8.96597 6.85430 -3.46000
H -9.02380 7.52922 -6.32121
H -8.05683 9.00630 -6.49458
H -9.09035 9.17058 -4.29910
H -7.40280 8.72014 -3.99171
Br -0.68811 -11.31762 1.05805
C -0.38366 -10.03532 2.49177
C -0.63014 -8.62277 2.02822
Br 0.84310 -7.95303 0.93742
H 0.62962 -10.19485 2.84848
H -1.08832 -10.31184 3.27436
H -0.68260 -7.94593 2.87965
H -1.53356 -8.52287 1.43317
*
```

---

[7]
C12H23GaN2O2P2 as an isolated structure in a non-equilibrium geometry, computed with wB97M-V/def2-TZVPD.

Computed properties:
Energy relative to the best compared isomer or geometry (same formula, charge and spin): 437.1 kJ/mol
Max |F|: 3.13 eV/Å
Calculated total energy: -3337.86275 Eh

The geometry in ORCA input format:
```
! wB97M-V def2-TZVPD RIJCOSX def2/J DEFGRID3
* xyz 2 1
Ga -0.01880 0.22641 -0.04537
P -1.93047 1.55515 0.11692
C -1.18729 2.91392 0.91299
C 0.14772 2.75883 1.41598
N 0.82776 1.54315 1.23319
C 1.93045 1.20478 1.94639
C 2.40777 2.05791 2.95118
C 1.83429 3.31336 3.12295
C 0.77843 3.69340 2.30998
C 2.67225 -0.11352 1.69415
P 2.55595 -0.97746 0.08956
H 0.30907 4.67284 2.37333
H 3.28583 1.72690 3.51448
H 2.27816 4.01884 3.85452
H 3.74215 0.11127 1.85760
H 2.31652 -0.83541 2.45225
H 1.37378 3.59850 -2.70534
H -1.61311 3.89749 0.93297
H 2.14304 0.36786 -5.95578
O 1.12171 3.12284 -1.90398
H 1.93227 3.08983 -1.30260
H 1.11869 -0.76920 -0.64881
O 1.71311 -0.43131 -5.63817
H 1.58724 -0.23714 -4.67221
C 3.92993 -0.42991 -0.96970
H 4.90235 -0.80992 -0.60041
H 3.75538 -0.80974 -1.99496
H 3.98187 0.67614 -1.02526
C 2.58964 -2.76739 0.27579
H 2.62597 -3.21495 -0.73083
H 3.44625 -3.14936 0.84310
H 1.65945 -3.08504 0.76890
C -2.95199 0.84036 1.49242
H -3.80877 1.51804 1.62768
H -3.24613 -0.19881 1.24535
H -2.33247 0.83621 2.40934
C -2.80047 1.74162 -1.43340
H -3.26358 0.78454 -1.71038
H -3.57667 2.50378 -1.33093
H -2.09159 2.03956 -2.21624
N -1.27855 -2.18658 1.50130
C -0.94723 -1.23037 0.90478
*
```